1.
# C20H27N3O5

2 unconnected molecules or ions with the total composition C20H27N3O5 (the ωB97M-V functional and the def2-TZVPD basis, the Open Molecules 2025 dataset).

XYZ file:
```
55
C20H27N3O5 the ωB97M-V functional and the def2-TZVPD basis
C 4.447 -0.776 5.763
N 3.897 -1.037 4.433
C 3.164 -0.161 3.732
O 2.956 0.966 4.166
C 2.694 -0.554 2.310
N 3.214 -1.863 1.839
C 2.967 -3.105 2.267
C 1.874 -3.405 3.276
O 3.642 -4.024 1.839
C 1.171 -0.397 2.023
C 0.573 0.965 2.398
C 0.880 -0.602 0.525
H 5.193 0.019 5.703
H 3.649 -0.453 6.435
H 4.911 -1.678 6.164
H 4.106 -1.924 4.000
H 3.174 0.194 1.680
H 3.920 -1.827 1.119
H 1.824 -2.649 4.054
H 0.922 -3.458 2.753
H 2.078 -4.372 3.733
H 0.616 -1.148 2.581
H -0.456 1.036 2.045
H 0.558 1.082 3.481
H 1.162 1.769 1.956
H 1.179 -1.601 0.209
H 1.414 0.141 -0.067
H -0.190 -0.503 0.336
O -4.965 -0.467 -1.744
C -4.817 0.615 -1.198
O -5.828 1.222 -0.537
C -3.499 1.300 -1.215
C -3.348 2.483 -0.458
C -2.132 3.167 -0.405
C -1.033 2.687 -1.110
C -1.163 1.529 -1.875
C -2.375 0.837 -1.945
N -2.397 -0.330 -2.705
C -2.967 -0.233 -4.071
C -2.045 0.287 -5.142
C -0.679 0.375 -5.112
C -0.287 0.977 -6.359
C -1.441 1.191 -7.060
O -2.526 0.769 -6.336
H -6.579 0.619 -0.634
H -4.183 2.887 0.109
H -2.044 4.073 0.188
H -0.082 3.210 -1.065
H -0.303 1.152 -2.414
H -2.882 -1.066 -2.186
H -3.847 0.419 -4.051
H -3.313 -1.223 -4.383
H -0.032 0.045 -4.306
H 0.721 1.211 -6.687
H -1.493 1.631 -8.051
```

Results
Total energy = -35886.2538 eV
SMILES = CNC(=O)[C@@H](NC(C)=O)C(C)C.O=C(O)c1ccccc1NCc1ccco1
E_HOMO = -8.4 eV
Energy relative to the best compared isomer or geometry (same formula, charge and spin) = 3.1062 eV
Gap between HOMO and LUMO = 0.316 Ha
Charge = 0

2.
# C20H27N3O5S2

C20H27N3O5S2 in the gas phase (the ωB97M-V functional and the def2-TZVPD basis, the Open Molecules 2025 dataset).

XYZ file:
```
57
C20H27N3O5S2 the ωB97M-V functional and the def2-TZVPD basis
C 2.821 -1.227 -5.783
C 2.261 -1.704 -4.476
C 1.546 -2.887 -4.391
C 1.029 -3.323 -3.176
C 0.246 -4.598 -3.103
C 1.231 -2.556 -2.040
C 1.964 -1.374 -2.104
N 2.183 -0.595 -0.952
C 2.465 -1.196 0.344
C 3.513 -2.299 0.252
C 1.166 -1.702 1.019
O 0.980 -2.871 1.284
N 0.315 -0.682 1.255
C -0.983 -0.718 1.771
C -1.671 -1.898 2.026
C -2.963 -1.815 2.512
C -3.578 -0.597 2.732
C -2.892 0.595 2.477
N -3.495 1.833 2.684
C -4.874 1.907 3.102
S -2.772 3.262 2.171
C -2.741 3.114 0.365
O -1.436 3.351 2.669
O -3.673 4.325 2.507
C -1.588 0.514 2.000
S 2.180 1.057 -1.030
C 3.924 1.542 -1.142
O 1.484 1.491 -2.199
O 1.704 1.538 0.242
C 2.480 -0.960 -3.323
H 3.909 -1.281 -5.771
H 2.456 -1.833 -6.607
H 2.539 -0.190 -5.957
H 1.381 -3.480 -5.279
H 0.800 -5.413 -3.567
H 0.030 -4.862 -2.072
H -0.697 -4.491 -3.638
H 0.816 -2.887 -1.102
H 2.845 -0.378 0.964
H 3.117 -3.154 -0.289
H 4.403 -1.938 -0.257
H 3.777 -2.623 1.255
H 0.653 0.254 1.030
H -1.199 -2.851 1.858
H -3.508 -2.723 2.722
H -4.586 -0.583 3.109
H -5.537 1.415 2.385
H -5.126 2.963 3.161
H -5.002 1.458 4.088
H -2.080 3.883 -0.012
H -2.374 2.134 0.089
H -3.753 3.272 0.016
H -1.009 1.408 1.840
H 4.425 1.187 -0.251
H 4.361 1.115 -2.033
H 3.950 2.624 -1.182
H 3.031 -0.036 -3.390
```

Results
Total energy = -57556.6317 eV
SMILES = Cc1cc(C)cc(N([C@H](C)C(=O)Nc2cccc(N(C)S(C)(=O)=O)c2)S(C)(=O)=O)c1
E_HOMO = -8.3 eV
Energy relative to the best compared isomer or geometry (same formula, charge and spin) = 0.1121 eV
Gap between HOMO and LUMO = 0.322 Ha
Charge = 0

3.
# C20H27N5O2S

C20H27N5O2S in the gas phase (the ωB97M-V functional and the def2-TZVPD basis, the Open Molecules 2025 dataset).

XYZ file:
```
55
C20H27N5O2S the ωB97M-V functional and the def2-TZVPD basis
C -2.751 1.079 -5.957
C -1.942 0.449 -4.830
C -2.671 0.485 -3.538
N -3.817 1.028 -3.352
N -4.275 0.942 -2.108
C -3.468 0.324 -1.316
N -3.721 0.126 0.016
C -2.856 -0.550 0.821
O -1.877 -1.113 0.377
C -3.197 -0.528 2.297
C -3.059 0.902 2.859
C -2.078 1.716 2.015
O -2.513 2.487 1.175
N -0.758 1.546 2.211
C -0.094 0.621 3.099
C 0.675 -0.427 2.284
N 1.608 0.251 1.399
C 2.621 -0.572 0.854
C 2.581 -1.015 -0.463
C 3.597 -1.793 -1.000
C 3.508 -2.269 -2.419
C 4.670 -2.134 -0.190
C 4.723 -1.691 1.119
C 3.717 -0.906 1.660
C 3.831 -0.403 3.069
C 0.884 1.103 0.477
C 0.174 2.181 1.298
S -2.004 -0.248 -2.078
H -2.983 2.113 -5.718
H -2.186 1.046 -6.886
H -3.687 0.546 -6.091
H -1.705 -0.592 -5.068
H -0.992 0.976 -4.707
H -4.488 0.662 0.397
H -2.506 -1.210 2.794
H -4.213 -0.896 2.447
H -2.771 0.877 3.909
H -4.014 1.425 2.785
H -0.803 0.130 3.762
H 0.618 1.192 3.707
H 1.224 -1.085 2.956
H -0.039 -1.031 1.704
H 1.736 -0.763 -1.085
H 2.775 -3.072 -2.498
H 3.189 -1.462 -3.076
H 4.468 -2.646 -2.764
H 5.472 -2.740 -0.585
H 5.574 -1.948 1.734
H 3.277 0.526 3.179
H 3.432 -1.130 3.778
H 4.874 -0.231 3.324
H 1.593 1.568 -0.209
H 0.127 0.549 -0.101
H -0.390 2.856 0.653
H 0.908 2.749 1.878
```

Results
Total energy = -43559.8379 eV
SMILES = CCc1nnc(NC(=O)CCC(=O)N2CCN(c3cc(C)ccc3C)CC2)s1
E_HOMO = -8.1 eV
Energy relative to the best compared isomer or geometry (same formula, charge and spin) = 1.5694 eV
Gap between HOMO and LUMO = 0.319 Ha
Charge = 0

Repeat the second record exactly.
# C20H27N3O5S2

C20H27N3O5S2 in the gas phase (the ωB97M-V functional and the def2-TZVPD basis, the Open Molecules 2025 dataset).

XYZ file:
```
57
C20H27N3O5S2 the ωB97M-V functional and the def2-TZVPD basis
C 2.821 -1.227 -5.783
C 2.261 -1.704 -4.476
C 1.546 -2.887 -4.391
C 1.029 -3.323 -3.176
C 0.246 -4.598 -3.103
C 1.231 -2.556 -2.040
C 1.964 -1.374 -2.104
N 2.183 -0.595 -0.952
C 2.465 -1.196 0.344
C 3.513 -2.299 0.252
C 1.166 -1.702 1.019
O 0.980 -2.871 1.284
N 0.315 -0.682 1.255
C -0.983 -0.718 1.771
C -1.671 -1.898 2.026
C -2.963 -1.815 2.512
C -3.578 -0.597 2.732
C -2.892 0.595 2.477
N -3.495 1.833 2.684
C -4.874 1.907 3.102
S -2.772 3.262 2.171
C -2.741 3.114 0.365
O -1.436 3.351 2.669
O -3.673 4.325 2.507
C -1.588 0.514 2.000
S 2.180 1.057 -1.030
C 3.924 1.542 -1.142
O 1.484 1.491 -2.199
O 1.704 1.538 0.242
C 2.480 -0.960 -3.323
H 3.909 -1.281 -5.771
H 2.456 -1.833 -6.607
H 2.539 -0.190 -5.957
H 1.381 -3.480 -5.279
H 0.800 -5.413 -3.567
H 0.030 -4.862 -2.072
H -0.697 -4.491 -3.638
H 0.816 -2.887 -1.102
H 2.845 -0.378 0.964
H 3.117 -3.154 -0.289
H 4.403 -1.938 -0.257
H 3.777 -2.623 1.255
H 0.653 0.254 1.030
H -1.199 -2.851 1.858
H -3.508 -2.723 2.722
H -4.586 -0.583 3.109
H -5.537 1.415 2.385
H -5.126 2.963 3.161
H -5.002 1.458 4.088
H -2.080 3.883 -0.012
H -2.374 2.134 0.089
H -3.753 3.272 0.016
H -1.009 1.408 1.840
H 4.425 1.187 -0.251
H 4.361 1.115 -2.033
H 3.950 2.624 -1.182
H 3.031 -0.036 -3.390
```

Results
Total energy = -57556.6317 eV
SMILES = Cc1cc(C)cc(N([C@H](C)C(=O)Nc2cccc(N(C)S(C)(=O)=O)c2)S(C)(=O)=O)c1
E_HOMO = -8.3 eV
Energy relative to the best compared isomer or geometry (same formula, charge and spin) = 0.1121 eV
Gap between HOMO and LUMO = 0.322 Ha
Charge = 0

> Look up the charge of the third one.

0